(1)
DFT (ωB97M-V/def2-TZVPD) results for a cluster of 2 separate species, C10H13ClSi in total.

Structure (XYZ):
```
25
Properties=species:S:1:pos:R:3
C 4.649 0.140 -0.320
C 3.677 0.729 -1.135
C 4.316 -0.921 0.542
C 2.388 0.384 -0.904
C 3.016 -1.260 0.753
C 1.984 -0.515 0.126
C 0.601 -0.737 0.389
C -0.021 -1.172 1.514
C -3.245 1.848 -0.074
C -5.424 -0.260 -0.868
Si -4.666 0.551 0.697
Cl 0.489 -1.994 2.804
H 5.705 0.462 -0.489
H 3.958 1.648 -1.621
H 5.089 -1.425 1.108
H 1.540 0.902 -1.419
H 2.820 -1.837 1.657
H -0.150 -0.241 -0.267
H -2.665 1.387 -0.902
H -3.646 2.887 -0.363
H -2.536 1.823 0.719
H -4.639 -0.812 -1.364
H -6.261 -1.041 -0.721
H -5.850 0.472 -1.525
H -1.129 -1.019 1.662
```

Results
* charge: 0
* ΔE to the lowest compared entry with this formula, charge and spin: 5.3808 eV
* multiplicity: 1
* HOMO-LUMO gap: 7.56 eV
* highest occupied orbital energy: -8.11 eV



(2)
DFT (ωB97M-V/def2-TZVPD) results for the ion C4H9N2S2 with charge +1.

Structure (XYZ):
```
17
Properties=species:S:1:pos:R:3
C -1.533 1.331 0.138
N -0.665 0.287 0.689
C -0.627 0.165 2.148
C 0.355 -0.298 0.000
N 0.802 -0.068 -1.289
C 1.570 -1.032 -1.992
S 2.515 -2.059 -0.713
S 1.222 -1.652 0.819
H -2.096 0.823 -0.667
H -2.303 1.650 0.796
H -0.987 2.150 -0.329
H -1.180 -0.724 2.438
H 0.430 0.035 2.424
H -1.262 1.005 2.593
H 0.465 0.755 -1.784
H 0.967 -1.807 -2.522
H 2.328 -0.563 -2.750
```

Results
* charge: +1
* ΔE to the lowest compared entry with this formula, charge and spin: 1.0112 eV
* multiplicity: 1
* HOMO-LUMO gap: 8.93 eV
* SMILES: C[N+](C)=C1NCSS1
* highest occupied orbital energy: -12.64 eV



(3)
DFT (ωB97M-V/def2-TZVPD) results for a cluster of 2 separate species, C3H5NO2 in total.

Structure (XYZ):
```
11
Properties=species:S:1:pos:R:3
O 2.169 -0.868 -0.427
C 1.614 0.105 -0.084
C 1.053 1.245 0.290
O 1.847 2.379 0.424
H 0.013 1.252 0.590
H 1.720 2.922 -0.363
C -2.040 -1.239 -0.092
N -0.784 -1.215 0.072
H -2.611 -0.317 0.046
H -2.614 -2.130 -0.370
H -0.368 -2.136 -0.085
```

Results
* charge: 0
* ΔE to the lowest compared entry with this formula, charge and spin: 3.1976 eV
* multiplicity: 1
* HOMO-LUMO gap: 9.17 eV
* SMILES: O=C=CO.C=N
* highest occupied orbital energy: -8.49 eV



Calculated energy in order - -30977.348; -28937.331; -8774.497 eV